Record 1
16
Properties=species:S:1:pos:R:3:forces:R:3 method="wB97M-V/def2-TZVPD" smiles="NC[C@H](N)C(N)=S" spin_multiplicity=1 homo_lumo_gap_ev=8.39
N -1.5070 -0.7888 0.0141 -1.790 0.506 -1.462
C -0.7429 -0.0202 0.9609 0.710 0.958 0.257
C 0.4224 0.7450 0.3095 0.790 0.505 0.681
N 0.1381 1.6613 -0.8134 0.247 -1.297 0.163
C 1.5123 -0.2365 -0.0809 2.136 -0.128 -0.586
N 1.0664 -1.2905 -0.7637 -2.603 1.341 0.316
S 3.1482 0.0230 0.2628 -1.380 -0.188 -0.091
H -2.0944 -0.1745 -0.6104 0.959 -0.714 0.977
H -2.1773 -1.4317 0.4287 0.339 0.104 0.162
H -0.2011 -0.6635 1.6525 -0.521 -0.329 0.259
H -1.3001 0.7315 1.5249 -0.342 -0.202 0.141
H 0.9082 1.2865 1.1542 -0.521 0.108 -0.769
H -0.2678 1.1185 -1.5727 0.167 0.157 -0.067
H -0.5390 2.3495 -0.5627 -0.429 0.559 0.356
H -0.0011 -1.2734 -0.8267 1.590 -0.931 -0.161
H 1.6349 -2.0362 -1.0772 0.648 -0.449 -0.176

---

Record 2
22
Properties=species:S:1:pos:R:3:forces:R:3 method="wB97M-V/def2-TZVPD" smiles="N/C=C/CCN.O.O" spin_multiplicity=1 homo_lumo_gap_ev=8.90
N -2.4440 -0.6054 -1.3353 0.411 -0.321 -0.040
C -1.3078 -0.2865 -0.5973 -1.153 0.813 -0.299
C -0.6458 0.8554 -0.8198 0.753 -0.522 0.109
C 0.5690 1.3662 -0.1100 0.758 0.009 0.414
C 1.0310 0.6371 1.1614 0.464 1.359 -0.843
N 1.6522 -0.6299 0.8183 -0.835 -0.519 -0.213
H -3.1054 -1.2954 -1.0486 0.070 -0.145 0.113
H -2.6369 -0.1073 -2.1812 -0.095 0.102 -0.008
H -1.1359 -0.9628 0.2292 0.192 0.040 0.042
H -0.9329 1.4598 -1.6734 -0.247 0.026 -0.015
H 0.4054 2.4109 0.1726 -0.098 0.007 -0.039
H 1.4504 1.3725 -0.7539 -0.168 0.140 -0.382
H 0.1831 0.7641 1.8346 0.075 -0.906 0.528
H 1.8404 1.2407 1.5746 -0.130 0.134 0.186
H 2.0159 -1.1771 1.5833 0.049 0.169 0.277
H 1.0078 -1.2158 0.3024 0.047 -0.135 -0.029
O -1.1707 -1.0248 2.9290 0.020 0.006 -0.218
H -1.2145 -0.1405 2.5436 -0.185 -0.143 0.200
H -0.4625 -1.4369 2.4193 -0.007 -0.054 0.182
O 1.8667 -0.2990 -2.6456 0.102 -0.120 -0.075
H 2.1212 -0.4934 -1.7347 -0.031 0.026 -0.003
H 0.9133 -0.4320 -2.6687 0.008 0.035 0.112

---

Record 3
26
Properties=species:S:1:pos:R:3:forces:R:3 method="wB97M-V/def2-TZVPD" smiles="COCc1ccccc1[C@@H](N)[N+](=O)[O-]" spin_multiplicity=1 homo_lumo_gap_ev=10.02
C -1.8474 1.6671 -2.4691 -4.863 -3.045 2.178
O -1.5177 0.9992 -1.2165 -0.794 -0.121 0.023
C -0.9195 -0.3031 -1.3924 1.119 1.365 -0.055
C -0.3653 -0.8752 -0.1044 -1.491 -1.120 0.449
C -1.0737 -2.0158 0.4159 1.925 1.297 0.951
C -0.6732 -2.5486 1.6313 1.010 1.569 -1.743
C 0.4024 -2.0165 2.2934 -0.947 1.734 -1.937
C 0.9519 -0.8209 1.9153 -0.890 -0.434 -2.352
C 0.6117 -0.2764 0.6846 -2.166 0.342 -1.273
C 1.0611 1.1005 0.2139 1.742 -0.341 1.615
N 1.4284 1.9209 1.2986 -0.473 2.204 0.541
N 2.3363 0.7060 -0.5792 1.391 -0.662 -0.702
O 2.2653 0.4024 -1.7680 -0.696 0.710 0.820
O 3.3479 0.5434 0.0742 -0.450 0.379 0.032
H -2.3326 2.5960 -2.1012 0.912 -0.254 -0.963
H -2.7623 0.9862 -2.9334 1.989 1.798 0.775
H -1.0982 1.6044 -3.1882 1.662 0.686 -1.029
H -0.2228 0.0180 -2.1570 1.084 -1.358 -0.140
H -1.4943 -1.1466 -1.7253 -1.297 0.285 -0.879
H -1.9401 -2.4668 0.0254 -0.883 -0.053 -1.197
H -1.1829 -3.3069 2.0952 -1.226 -1.956 0.744
H 0.6403 -2.4345 3.1622 1.235 -1.562 3.626
H 1.5840 -0.2566 2.4838 1.841 0.716 1.770
H 0.4952 1.7960 -0.3752 -0.797 -1.021 -0.988
H 0.6930 2.5995 1.5284 0.443 -0.201 -0.718
H 1.6127 1.5285 2.1875 0.620 -0.955 0.451

---

Record 4
141
Properties=species:S:1:pos:R:3:forces:R:3 method="wB97M-V/def2-TZVPD" smiles=COC[C@H](C)N.COC[C@H](C)N.COC[C@H](C)N.COC[C@H](C)N.COC[C@H](C)N.COC[C@H](C)N.CCO.CCO.CCO.CCO.O spin_multiplicity=1 homo_lumo_gap_ev=9.27
C 5.0156 -6.8156 9.3405 0.880 -1.117 -1.787
O 5.2276 -5.4566 9.0800 -0.158 1.326 0.754
C 4.6012 -4.9149 7.9023 0.010 -1.441 0.893
C 5.3483 -5.1715 6.5804 -1.017 0.681 0.595
C 6.5903 -4.3403 6.4763 0.087 0.346 0.114
N 4.3666 -4.7961 5.5643 -0.270 -0.770 0.091
H 4.0316 -7.2351 9.1311 -0.560 0.606 0.104
H 5.3396 -7.2120 10.3028 0.030 0.962 0.279
H 5.6566 -7.3042 8.6066 0.129 -0.805 0.005
H 3.6298 -5.4079 7.8656 -0.301 0.160 -0.428
H 4.4458 -3.8508 8.0802 0.198 0.090 0.010
H 5.5799 -6.2366 6.5887 -0.046 -0.121 -0.526
H 6.9090 -4.2666 5.4366 0.595 -0.616 0.079
H 7.3108 -4.7253 7.1979 0.483 0.275 -0.358
H 6.3594 -3.2968 6.6904 -0.086 0.090 0.461
H 4.7668 -4.7062 4.6413 0.073 0.147 0.003
H 3.9553 -3.9175 5.8455 -0.045 0.217 -0.319
C -2.3010 -6.3399 0.8555 -0.514 -0.242 0.288
O -2.6165 -7.3686 -0.0505 0.086 -0.197 -0.114
C -3.8796 -7.1877 -0.6113 -0.789 -1.090 -0.904
C -4.3043 -8.4085 -1.4730 -0.410 -1.061 -0.728
C -3.7271 -8.5471 -2.8425 1.319 1.060 -1.141
N -5.7702 -8.3821 -1.6491 0.419 0.901 0.795
H -1.3805 -6.6293 1.3625 0.072 0.392 -0.233
H -3.0898 -6.2580 1.6032 -0.124 -0.128 0.356
H -2.3010 -5.3635 0.3709 0.587 0.131 -0.187
H -4.6811 -7.1032 0.1226 0.097 0.001 0.755
H -3.9576 -6.2485 -1.1590 0.221 0.103 -0.513
H -4.1035 -9.3763 -1.0134 0.696 0.293 0.997
H -2.6391 -8.6108 -2.8285 0.173 0.254 0.156
H -4.0139 -7.6691 -3.4212 0.131 0.170 -0.155
H -4.0028 -9.3953 -3.4690 -0.597 -0.309 0.572
H -6.0377 -8.3468 -0.6757 -1.164 -0.168 0.039
H -6.0545 -9.2766 -2.0221 -0.159 -0.083 -0.005
C 0.1032 2.8583 -0.7145 0.639 -0.559 -0.967
O 0.3299 1.4127 -0.6732 -0.631 2.015 -0.195
C 0.8036 0.9333 0.5602 0.076 -2.455 -0.964
C 0.9761 -0.6335 0.3603 -1.524 -0.171 2.051
C 1.1619 -1.2842 1.7122 -0.932 0.773 1.272
N 2.0721 -0.9640 -0.4628 1.181 1.051 -1.494
H 1.0601 3.3799 -0.7346 0.199 -0.023 0.166
H -0.5237 3.3607 0.0221 -0.082 -0.842 0.721
H -0.3824 3.0958 -1.6610 0.068 -0.398 -0.155
H 1.8270 1.2382 0.7790 -0.043 0.743 0.328
H 0.0424 1.1354 1.3138 0.386 0.033 0.462
H 0.0878 -1.0352 -0.1272 -0.707 0.287 0.293
H 0.2524 -1.1394 2.2952 -0.359 -0.171 0.026
H 1.8728 -0.7084 2.3048 0.580 -0.253 -0.139
H 1.3762 -2.3512 1.7734 0.261 0.099 -0.503
H 1.9827 -1.9030 -0.8240 -0.060 -0.311 0.148
H 1.8056 -0.3870 -1.2477 0.984 0.097 -1.054
C -4.2166 0.1867 -1.5943 -0.911 -0.519 0.857
O -5.3367 1.0847 -1.7754 1.673 0.215 -0.743
C -5.0514 2.1005 -2.7806 -1.817 -1.860 -0.487
C -5.2933 1.4659 -4.2492 1.264 0.171 1.241
C -5.2250 2.5593 -5.2539 0.279 1.012 -0.106
N -6.5336 0.7599 -4.4184 -0.325 -0.292 0.670
H -4.6265 -0.8232 -1.5952 0.076 -0.160 -0.524
H -3.8049 0.2445 -0.5867 0.023 0.647 0.175
H -3.3726 0.2634 -2.2799 -0.349 0.269 -0.358
H -5.8710 2.8043 -2.6353 0.271 0.445 0.050
H -4.0675 2.5285 -2.5891 0.017 0.134 -0.354
H -4.4993 0.7291 -4.3705 0.200 -0.047 -0.209
H -4.2539 3.0541 -5.2702 0.076 -0.019 0.005
H -5.9396 3.2933 -4.8816 -0.157 0.399 -0.399
H -5.4865 2.2925 -6.2779 -0.042 -0.273 0.153
H -6.7242 0.2892 -3.5454 -0.169 -0.410 0.149
H -7.3119 1.3900 -4.5497 -0.073 0.309 -0.108
C -4.4255 7.1039 -1.4105 0.906 0.937 -0.299
O -3.9423 7.4391 -2.6857 -0.364 -0.481 -1.746
C -2.9898 8.4744 -2.7999 -0.844 0.734 -0.398
C -2.4186 8.4957 -4.2578 -0.503 -0.769 0.788
C -1.4496 7.3375 -4.3487 0.863 0.802 -0.888
N -1.7431 9.7246 -4.6612 0.414 0.499 1.196
H -3.5966 6.5833 -0.9311 -0.420 -0.442 0.658
H -5.3530 6.5431 -1.5264 0.335 -0.230 0.059
H -4.6392 8.0216 -0.8626 -0.151 0.070 0.350
H -3.5196 9.4075 -2.6080 0.077 0.450 0.208
H -2.2359 8.3355 -2.0251 0.524 0.151 -0.163
H -3.2135 8.3188 -4.9823 -0.602 -0.356 0.412
H -0.5956 7.5271 -3.6984 0.010 -0.016 0.148
H -1.0898 7.5008 -5.3645 0.455 -1.029 -0.237
H -1.8175 6.3267 -4.1726 -0.335 0.306 -0.181
H -2.3074 10.5621 -4.6426 -0.200 -0.212 0.048
H -1.2280 9.7059 -5.5298 -0.165 -0.443 0.051
C 0.4321 6.0569 3.2488 -0.350 -0.651 -0.246
O -0.3843 4.9400 3.6693 -0.060 1.340 1.343
C -0.8985 5.2443 4.9903 0.389 -0.421 0.366
C -1.4910 4.0202 5.7430 -2.341 0.258 -2.294
C -2.6385 3.3851 4.8438 1.010 0.079 0.197
N -2.2207 4.4765 6.9016 0.752 0.477 1.332
H 0.4085 6.0334 2.1593 0.464 -0.037 0.077
H 1.4306 5.9987 3.6822 0.240 -0.374 -0.267
H 0.0928 7.0479 3.5502 -0.728 -0.077 0.171
H -0.1207 5.6824 5.6158 0.716 -0.276 0.097
H -1.5856 6.0900 4.9627 -0.754 -0.306 -0.373
H -0.7210 3.3057 6.0339 0.179 -0.179 -0.560
H -3.0170 2.4556 5.2692 0.697 -0.565 -0.301
H -2.2639 3.3446 3.8210 -0.204 -0.703 0.004
H -3.5851 3.9249 4.8162 0.446 0.989 0.201
H -1.5156 4.7663 7.5641 0.188 0.782 0.406
H -2.5430 3.6583 7.3983 -0.628 -0.357 -0.179
C 5.1135 1.8535 5.0590 0.375 1.297 0.492
C 3.7191 1.4690 5.5045 -0.141 0.814 0.252
O 3.8580 0.1667 6.0154 0.174 -0.948 -0.325
H 5.1881 2.8735 4.6821 -0.572 0.074 -0.512
H 5.5727 1.1977 4.3194 -0.247 -0.194 0.225
H 5.7512 1.9796 5.9340 0.182 -0.764 0.122
H 2.9824 1.6818 4.7298 -0.084 -1.157 -0.781
H 3.2878 2.1407 6.2468 0.658 0.245 0.693
H 3.1576 -0.1989 6.5607 -0.368 0.615 -0.174
C 2.2493 -0.7967 -7.2573 -0.875 0.320 -2.986
C 2.8457 -2.0492 -6.6787 -0.692 1.590 -1.063
O 2.5607 -1.9520 -5.3407 0.302 -0.936 2.569
H 1.2146 -0.9001 -7.5840 -0.536 -0.250 0.742
H 2.6508 -0.6824 -8.2642 0.588 0.556 -0.145
H 2.3118 0.1484 -6.7178 0.517 -0.409 0.297
H 3.9025 -1.9767 -6.9358 0.162 -0.771 0.686
H 2.3322 -2.9314 -7.0609 0.583 -0.189 -0.623
H 1.6355 -2.2034 -5.2912 -0.049 0.093 0.552
C -0.5906 -5.0697 -4.2888 0.006 -1.032 0.666
C 0.5491 -5.7375 -3.4965 -0.032 0.069 1.463
O 0.8081 -5.0191 -2.2751 0.221 1.412 0.025
H -1.4247 -4.9519 -3.5971 0.015 0.254 0.069
H -0.9681 -5.7735 -5.0305 0.206 0.084 -0.306
H -0.3792 -4.1076 -4.7555 0.315 -0.134 0.124
H 1.5040 -5.8421 -4.0115 -0.168 0.093 -0.411
H 0.2945 -6.6971 -3.0466 -0.530 -0.559 -1.269
H 0.8270 -5.5942 -1.5067 -0.061 -0.165 -0.317
C 4.3649 3.7154 -5.2906 0.072 0.442 -0.098
C 4.1755 2.9503 -4.0386 -0.761 -1.810 0.502
O 5.2201 3.3495 -3.1807 -0.030 0.272 0.553
H 5.3509 3.3721 -5.6039 -0.077 0.410 -0.713
H 4.4079 4.7746 -5.0369 0.120 0.066 -0.134
H 3.5854 3.5884 -6.0418 0.186 -0.316 -0.010
H 4.2234 1.8751 -4.2107 0.760 -0.400 -0.540
H 3.1787 2.8946 -3.6009 -0.307 1.397 0.422
H 5.0500 3.0354 -2.2897 0.018 -0.090 0.025
O 5.2867 -3.1661 0.7040 0.156 -0.106 0.234
H 4.5457 -2.5867 0.5267 -0.263 0.317 -0.051
H 5.3361 -3.7345 -0.0645 0.045 -0.136 -0.190

---

Record 5
14
Properties=species:S:1:pos:R:3:forces:R:3 method="wB97M-V/def2-TZVPD" smiles="O=CCCCO" spin_multiplicity=1 homo_lumo_gap_ev=10.92
O 0.7808 -2.4013 -1.3933 -0.127 -0.058 0.076
C 0.9082 -1.4069 -0.7320 -0.177 -0.115 -0.398
C -0.1055 -0.3047 -0.6322 -0.098 0.891 -0.211
C 0.4330 0.9624 0.0502 -0.429 0.163 -0.360
C -0.6447 1.7661 0.7296 -0.701 0.740 0.842
O -1.3032 1.0407 1.7724 0.199 -0.502 -0.047
H 1.8475 -1.2156 -0.2001 0.334 -0.022 0.306
H -0.3982 -0.0108 -1.6446 0.070 -0.278 -0.095
H -1.0520 -0.6126 -0.1967 0.011 -0.508 0.261
H 0.9048 1.5589 -0.7253 0.201 0.278 0.072
H 1.1788 0.7726 0.8098 0.349 -0.396 0.170
H -1.4247 2.1916 0.0985 -0.033 -0.460 -0.661
H -0.2621 2.6657 1.2169 0.543 -0.117 -0.015
H -1.0620 0.1045 1.7107 -0.141 0.382 0.060

---

Record 6
25
Properties=species:S:1:pos:R:3:forces:R:3 method="wB97M-V/def2-TZVPD" smiles="CC(=O)[C@@H]1C[C@]1(C)n1cccc1" spin_multiplicity=1 homo_lumo_gap_ev=9.28
C -0.6775 2.5845 1.0863 -1.814 1.031 0.264
C -1.5601 1.4434 1.6520 3.787 2.300 -0.289
O -2.5304 1.7699 2.2868 -0.297 -1.657 -0.307
C -0.8292 0.0989 1.6119 -2.267 -1.628 1.545
C 0.6454 -0.1986 1.7675 1.245 2.939 -1.057
C -0.0255 -0.7351 0.5714 -1.588 -0.508 -0.730
C -0.2791 -2.2528 0.5065 2.995 2.233 0.206
N 0.2829 -0.2282 -0.7464 -1.475 -0.196 0.888
C 1.5427 0.0759 -1.0598 0.500 0.677 -1.205
C 1.6087 0.3955 -2.3802 2.096 0.339 -2.120
C 0.3285 0.1638 -2.9291 -0.829 0.524 -0.534
C -0.5397 -0.1848 -1.8723 0.685 -0.995 -1.281
H -0.3383 2.3749 0.0915 -0.069 0.036 -0.829
H 0.2245 2.8056 1.6379 0.225 -0.450 0.636
H -1.2993 3.5195 1.1858 0.658 -0.882 -0.605
H -1.4668 -0.4611 2.3191 0.439 -0.650 -0.695
H 1.2870 0.7359 1.6175 -0.732 -1.573 0.163
H 1.0440 -0.9084 2.4559 -0.122 -0.197 0.697
H -0.2117 -2.5955 1.4812 0.075 -1.027 1.963
H 0.5101 -2.7091 -0.0859 0.109 -0.032 -0.053
H -1.1755 -2.5136 0.1313 -3.154 -0.661 -1.448
H 2.3397 -0.0322 -0.3954 0.804 0.122 1.162
H 2.5719 0.6881 -2.9890 -2.207 -0.650 1.491
H 0.1309 0.3061 -4.0258 -0.226 -0.318 1.493
H -1.5098 -0.7535 -1.9791 1.162 1.225 0.643

---

Record 7
8
Properties=species:S:1:pos:R:3:forces:R:3 method="wB97M-V/def2-TZVPD" smiles="C=C(Cl)C=O" spin_multiplicity=1 homo_lumo_gap_ev=10.32
C 1.1501 0.5435 -0.0198 3.421 -0.764 0.437
C 0.1729 -0.3292 -0.0457 -0.780 0.962 -0.375
Cl 0.3323 -2.0105 -0.0233 1.247 -1.019 0.104
C -1.2822 0.0062 -0.0481 2.033 1.376 0.881
O -1.9740 -0.9349 -0.0116 -3.750 -1.471 -0.230
H 0.9851 1.6282 -0.1420 0.200 -0.779 0.294
H 2.2414 0.0506 0.1448 -2.563 1.800 -0.615
H -1.6256 1.0461 0.1456 0.193 -0.105 -0.496

---

Record 8
20
Properties=species:S:1:pos:R:3:forces:R:3 method="wB97M-V/def2-TZVPD" smiles=CNCCCO.O spin_multiplicity=1 homo_lumo_gap_ev=9.01
C 2.6708 0.3975 0.1610 2.292 2.097 0.494
N 1.5257 0.0742 -0.5249 -3.203 -1.735 -1.740
C 0.5210 -0.5165 0.3319 -0.491 0.717 2.200
C -0.5947 -1.4093 -0.1957 -1.057 0.421 -2.207
C -0.1809 -1.9863 -1.5714 -1.588 -2.138 0.079
O -0.5988 -1.1139 -2.6630 0.444 -2.248 0.326
H 2.3779 1.3416 0.7439 1.308 -0.670 -0.745
H 3.5284 0.4988 -0.6008 -1.104 0.416 1.511
H 2.9840 -0.2922 0.9616 0.010 -0.424 -0.282
H 1.5584 -0.3649 -1.4426 0.490 0.216 0.566
H 0.0605 0.2430 0.9808 -0.226 0.608 -0.585
H 0.9957 -1.0260 1.1805 0.598 -0.805 -0.368
H -1.6472 -0.8300 -0.3586 2.520 -1.572 0.582
H -0.6666 -2.3122 0.4293 -0.468 0.670 0.194
H 0.8809 -2.2582 -1.6018 0.118 0.605 -0.055
H -0.6400 -3.0916 -1.7327 0.420 2.477 0.393
H -0.8106 -1.8477 -3.2752 -0.063 1.366 -0.365
O -3.6354 4.5523 3.0603 -0.694 1.744 0.348
H -4.5553 4.4428 2.8195 -0.423 -1.100 -0.414
H -3.7737 5.4988 3.2978 1.116 -0.646 0.068

---

Calculated ΔE to the lowest compared entry with this formula, charge and spin (eV), listed in the same order as above: 0.375; 1.300; 5.795; 2.236; 1.529; 2.553; 0.707; 2.613